Molecular formula: C41H97F3N7O17S
Method: DFT, wB97M-V/def2-TZVPD

Each line ends with the Mulliken charge.
CARTESIAN COORDINATES (ANGSTROEM)
S -0.5659 0.0995 2.0153  0.836
F 0.6073 -1.7033 0.6107  -0.126
F 1.9243 0.0346 1.1404  -0.251
F 0.3619 0.1954 -0.4059  -0.146
O -2.6729 7.2478 5.2130  -0.307
O 5.3359 2.3951 -0.7379  -0.441
O -0.5603 -1.8812 -2.8982  -0.968
O -1.8574 0.0138 1.3017  -0.555
O 1.1457 -3.2463 -2.9677  -1.052
O 2.0907 -1.6927 7.5704  -0.301
O -2.9281 -7.1406 -2.4580  -0.274
O 0.6400 3.3452 -1.9677  -0.032
O -0.0828 1.3776 2.4441  -0.523
O 3.9362 6.2139 2.6004  -0.330
O 4.5288 0.7061 -2.0632  -0.501
O -3.8988 -3.7455 -0.6404  -0.323
O -3.3075 3.3906 2.9736  -0.422
O -4.9721 -0.6526 -3.6058  -0.343
O -2.4191 1.6956 -5.0723  -0.388
O -0.4249 -0.9049 3.0444  -0.798
O -2.5101 -1.5026 6.8456  -0.317
N -2.4190 -0.1152 -3.1204  0.552
N 4.2873 -3.7990 -4.1002  0.224
N 4.9639 -5.0027 -5.8267  0.122
N -1.5725 -4.6056 -1.9083  1.015
N 2.9333 3.1353 0.9182  -0.035
N -1.8698 5.5653 3.0621  0.065
N -0.0951 -0.9523 5.7134  0.297
C -6.2926 -0.5803 -4.0226  -0.730
C 2.8894 4.2129 1.9519  -0.773
C -1.0175 -5.6427 -2.8660  -0.525
C -1.7648 7.6728 4.2613  -0.571
C 4.2967 -2.7994 -2.9750  -0.770
C 5.3458 -4.1760 -4.8110  -0.052
C 5.3097 1.6113 -1.9427  0.792
C 5.7243 -7.3927 -5.9915  -0.919
C -4.6633 -0.0405 -2.3428  -0.997
C 5.8633 -5.9292 -6.5543  -0.496
C -3.8674 -1.0609 6.8732  -0.668
C -2.7933 -3.8302 0.1758  0.313
C -4.4102 2.5334 2.6825  -0.747
C 0.6546 -0.3712 0.7557  0.145
C 3.1127 -4.2665 -4.7684  0.101
C 4.2606 4.9212 2.1611  -0.604
C -2.1055 -2.2740 5.7274  -0.277
C 2.4376 3.6180 -0.3789  -0.399
C 1.3988 -0.8403 5.4326  -0.280
C -1.3386 4.4518 2.2599  -0.768
C 1.6587 -0.9208 -3.3551  -0.639
C -1.1820 1.4881 -4.4050  -0.203
C -2.5368 3.6540 1.8055  -0.035
C -3.2939 -0.5468 -1.9736  0.761
C 0.9711 3.5602 -0.6216  0.084
C -0.9026 6.5007 3.6698  -0.454
C 6.2083 2.0649 -2.9761  -1.112
C -1.7571 -4.7811 -0.4488  -0.839
C -0.6176 -2.3463 5.7302  -0.662
C -3.1716 8.3712 5.8579  -0.724
C 0.9827 4.3433 -2.8504  -0.933
C -5.0936 -4.4281 -0.1545  -0.897
C -2.0987 -6.5577 -3.4674  -0.599
C 0.6757 -2.0847 -3.0920  0.952
C 2.2725 -0.6291 6.6751  -0.801
C -2.3887 1.9629 -6.4543  -0.909
C 3.5226 -5.0732 -5.7974  -0.915
C -1.5982 1.1299 -2.9905  0.399
C 5.0628 7.1214 2.6787  -0.780
C 2.7711 -1.4692 8.8316  -0.795
C -3.1975 -8.4955 -2.6554  -0.777
H 0.3701 5.2597 -2.7152  0.320
H 2.5557 3.8523 2.8929  0.468
H -4.4443 -1.9346 7.2632  0.292
H -3.8556 -0.2779 7.6141  0.257
H 2.4954 2.2772 1.2266  0.003
H 6.0483 6.6557 2.6394  0.339
H -1.5462 -7.2780 -4.1781  0.404
H -3.0524 -4.2725 1.2364  0.505
H -5.6003 -4.8615 -1.0179  0.281
H -0.4706 -0.5294 4.7767  0.226
H -2.1413 1.9716 -2.5987  0.532
H 1.6361 -1.7836 4.9187  0.358
H -2.3546 1.1923 -7.2340  0.336
H -0.2380 -2.8486 6.6911  0.357
H 2.2281 -3.9554 -4.3425  0.422
H 2.0539 0.3553 7.0840  0.398
H -0.8114 0.8131 -2.2973  -0.651
H -0.2124 6.8814 2.9092  0.296
H -0.7371 4.8166 1.4021  0.173
H 5.9426 1.5142 -3.9055  0.289
H -3.4775 8.0871 6.9458  0.217
H 2.2385 5.0598 1.6951  0.238
H 5.4884 -5.8706 -7.5256  0.354
H -4.3105 -0.7144 5.8745  0.246
H 4.8154 4.9058 1.2318  0.443
H -4.0751 8.6985 5.4076  0.324
H -4.1540 1.6746 2.0456  0.165
H 3.8146 -1.2213 8.7145  0.327
H -4.7321 1.0378 -2.5272  0.298
H -6.4781 -1.4633 -4.6595  0.228
H -3.2155 2.6007 -6.7159  0.311
H -0.1756 -2.9629 4.9621  0.440
H 6.3630 -3.8641 -4.6423  0.441
H -2.7281 -5.9890 -4.1855  0.380
H -2.8885 -0.0645 -1.1104  -0.087
H 4.9278 7.8920 1.8778  0.257
H 0.4558 2.7882 -0.1310  -0.155
H 0.5036 4.5222 -0.2707  0.127
H -2.5573 5.2185 3.7148  0.550
H 4.9687 -7.3275 -5.2131  0.297
H -5.7238 -3.7436 0.3694  0.313
H 2.2609 -1.1666 -4.2498  0.419
H -2.6390 -3.2342 5.6978  0.466
H -2.1823 2.7323 1.4411  -0.144
H 4.8494 4.4293 2.9186  0.395
H 6.6389 -7.8236 -5.6581  0.313
H 5.2837 -8.0953 -6.6630  0.327
H -2.2119 -5.8175 -0.4373  0.297
H -2.4089 -1.7251 4.7646  0.063
H 2.2919 -1.0408 -2.4553  0.295
H -3.8954 -8.6596 -3.5294  0.286
H -2.2569 -9.0176 -2.9307  0.340
H -6.4755 0.3268 -4.6686  0.259
H -1.0599 -3.6927 -2.1268  -0.441
H -4.8575 -5.2065 0.5695  0.348
H -3.2280 -1.6690 -1.8275  -0.410
H -6.9597 -0.5559 -3.1518  0.318
H 0.6927 4.0022 -3.8689  0.221
H -4.8776 2.2813 3.6409  0.300
H 2.9976 -5.5649 -6.5874  0.440
H -5.4780 -0.2710 -1.6819  0.733
H -2.2475 8.0351 3.3141  0.298
H 2.0948 4.5715 -2.9182  0.302
H -0.6876 3.8484 2.9000  0.246
H 6.9290 -5.5776 -6.5154  0.360
H -2.4772 6.0753 2.3754  0.474
H -0.4981 -4.9599 -3.5571  0.163
H 2.8181 -2.4127 9.3822  0.262
H 3.3263 -0.6172 6.3995  0.466
H 2.8580 2.9607 -1.1210  0.247
H 3.3052 -2.6567 -2.6365  -0.176
H -1.5913 -0.7647 -3.2506  0.348
H 1.5232 -0.0038 4.7431  0.167
H -5.2127 3.1051 2.2434  0.369
H 2.8246 4.6465 -0.6556  0.201
H -2.3048 -2.8696 0.1107  -0.396
H 4.9663 7.6967 3.5681  0.264
H -3.1317 4.1522 1.0522  0.543
H 4.5776 2.0856 -0.1595  0.368
H -0.4945 0.7377 -4.8033  0.422
H 4.9921 -3.1654 -2.1934  0.359
H -3.6517 -8.9194 -1.7841  0.257
H -0.4566 5.9053 4.5395  0.336
H 6.0639 3.1392 -3.0840  0.324
H 4.8030 -1.9286 -3.3358  0.570
H -0.5851 2.4453 -4.4053  -0.124
H -1.0122 8.4026 4.6697  0.444
H -0.1995 -6.0977 -2.3711  0.455
H -1.5547 2.5781 -6.7202  0.346
H -2.4450 9.2394 5.9299  0.326
H 2.3313 -0.6673 9.4482  0.319
H 1.1497 0.0431 -3.3696  -0.350
H -2.4940 -4.3958 -2.2774  0.326
H 7.2427 1.8336 -2.7084  0.313
H -2.9002 0.0188 -4.0079  0.608
H -0.4104 -0.4316 6.5034  0.397
H -0.7873 -4.5482 -0.0395  0.453

Values from the calculation:
HOMO energy = -0.512 hartree
lowest unoccupied orbital energy = -4.947 eV
max |F| = 3.89 eV/Å
DFT total energy = -3979.508568 Eh
charge = +3
gap between HOMO and LUMO = 0.3305 hartree